(1)
Formula: C50H42N7O4SbY
Source: the OMol25 dataset
Level of theory: ωB97M-V/def2-TZVPD

Geometry as XYZ:
```
105
Properties=species:S:1:pos:R:3:forces:R:3
Sb -0.512500 2.791600 -0.742800 -0.1 1.7 -0.5
Y -0.450600 -0.265800 0.189100 -1.9 -1.3 1.0
O 6.308700 2.224900 1.962400 0.6 1.0 0.2
O 6.109200 -0.016900 1.626300 0.8 -0.8 0.0
O 0.630000 0.193100 -1.519500 -0.3 -0.1 -0.7
O 2.576400 0.881700 -2.325900 -0.2 -0.2 0.3
N -2.640300 0.176100 -1.094100 0.1 -0.1 -0.1
N 1.561900 0.314700 1.030800 0.8 0.5 0.0
N -1.394700 -2.331000 1.319500 -0.2 -0.1 0.0
N 1.309400 -2.412200 -0.079900 -0.1 0.0 -0.2
N -0.946700 2.845100 3.663700 0.2 -0.1 -0.1
N -1.300900 -2.181300 -1.419000 -0.1 0.2 0.0
N -1.037900 1.107000 2.278300 0.3 -0.1 -0.2
C -1.460300 3.034900 -2.667200 0.2 -0.3 0.6
C 5.771900 1.166300 1.749000 -1.8 -0.4 -0.2
C -2.457300 -2.836900 -0.797000 -0.1 0.1 0.2
C -2.414700 4.014300 -2.899900 0.0 0.1 0.1
C -1.272500 -3.910200 3.114100 0.0 0.0 0.0
C -0.998500 -2.679400 2.544500 0.0 0.0 0.1
C -4.477600 1.048400 -2.996400 0.1 -0.1 0.2
C 1.128700 -2.719900 -1.373600 0.2 -0.3 -0.2
C -3.063200 4.079500 -4.121900 -0.1 0.1 0.0
C 1.403800 3.639100 -1.224600 -0.5 -0.3 0.1
C 2.298800 3.905900 -0.197400 -0.2 0.1 0.1
C -2.212100 4.555600 1.160800 -0.1 -0.2 0.1
C -2.654300 -0.351000 -2.324100 -0.2 0.0 -0.2
C 3.002600 4.456800 -2.814400 0.0 0.0 -0.1
C 3.542000 4.446300 -0.477700 0.0 0.1 0.2
C -4.250400 0.488900 4.007200 -0.1 -0.2 -0.1
C -1.795600 2.199200 -4.896400 0.0 0.1 -0.2
C -1.151800 2.128400 -3.672600 0.2 0.0 0.0
C -4.489200 1.569900 -1.710100 0.1 -0.1 0.0
C -0.266400 -3.185000 -1.721700 0.5 0.0 0.0
C -2.649200 5.702100 1.804700 -0.1 0.0 0.1
C -2.404000 -4.488800 1.100600 0.1 0.2 0.1
C -3.259500 0.236200 3.083300 0.1 0.1 0.0
C 2.169200 -2.743800 -2.292100 -0.2 0.0 0.2
C -2.135200 6.935300 1.439000 0.0 0.0 0.1
C -2.171400 1.103400 3.067700 -0.3 0.5 0.5
C 3.891900 4.726600 -1.788100 0.0 0.0 0.0
C -2.124300 2.202000 3.954700 -0.4 -0.6 -0.2
C -1.253700 4.621200 0.161300 0.1 -0.7 -0.1
C -3.129900 2.455000 4.877000 0.0 0.0 0.0
C 2.561500 -2.236800 0.342900 0.2 -0.3 0.0
C 3.667600 -2.269800 -0.493500 0.0 -0.1 -0.1
C 1.759200 3.914600 -2.535100 -0.1 0.0 -0.1
C 3.459600 -2.490900 -1.846400 -0.1 0.0 0.2
C 4.224300 1.061200 1.533800 0.6 -0.2 0.0
C -3.540900 0.080500 -3.305200 -0.1 -0.1 0.3
C -2.079700 -3.233700 0.605200 -0.2 -0.3 -0.1
C -1.676200 -1.451100 -2.628700 0.1 0.1 -0.2
C -0.350600 2.158800 2.672700 0.2 0.1 0.0
C 1.855100 0.601900 -1.393200 1.7 0.3 -0.6
C -4.187200 1.569700 4.893100 0.1 0.1 0.0
C -3.549900 1.112300 -0.805900 -0.2 0.2 0.1
C 2.086700 0.267300 2.269600 0.0 0.1 0.3
C 2.392400 0.677600 0.027600 0.5 0.3 -0.1
C -1.196100 7.012200 0.423200 -0.1 0.1 0.0
C -2.001600 -4.833300 2.380000 0.1 0.2 0.0
C -0.754800 5.860700 -0.205400 0.2 0.1 -0.2
C 3.700600 1.061900 0.241000 -0.6 0.0 -0.1
C -2.764900 3.163900 -5.116400 0.0 0.0 -0.1
C 3.384800 0.615700 2.560600 -0.4 0.1 -0.1
H -0.438000 -1.931900 3.090500 0.0 0.0 0.1
H 1.066600 3.706900 -3.341000 0.1 0.0 0.0
H 4.656300 -2.095100 -0.095000 0.1 0.0 0.1
H -3.281200 3.210600 -6.063100 0.0 0.0 -0.1
H -3.792800 4.855900 -4.300400 -0.1 0.0 0.0
H 4.238500 4.640600 0.324200 0.1 0.0 0.1
H -3.395900 5.637400 2.584600 0.0 0.0 0.0
H -2.957000 -5.180700 0.483400 0.0 0.0 0.0
H -4.982600 1.708500 5.607800 -0.1 0.0 0.0
H -2.647100 4.731100 -2.124100 -0.1 0.1 0.0
H -0.393000 1.375900 -3.499300 0.1 -0.1 -0.1
H 1.419100 -0.061700 3.062800 0.0 0.0 -0.1
H -0.817900 7.976200 0.116800 0.1 0.1 0.0
H 1.976500 -2.946900 -3.335900 -0.1 -0.1 0.0
H -2.459900 7.832200 1.945600 -0.1 0.1 0.0
H 4.289400 -2.499000 -2.536800 0.1 0.1 0.0
H -2.108000 -2.120800 -3.391100 0.1 0.1 0.1
H -2.624200 3.592100 1.439900 -0.1 -0.1 0.1
H 0.601900 2.456300 2.267700 0.0 0.0 0.0
H -0.447800 -4.063100 -1.091700 0.0 0.1 -0.2
H -5.203600 2.322600 -1.420200 -0.1 0.1 0.1
H -5.104800 -0.165300 4.056300 -0.1 -0.1 0.0
H -1.531200 1.512600 -5.686800 0.0 -0.1 -0.1
H 2.684800 -2.083000 1.408500 0.1 0.2 -0.1
H 3.754900 0.527800 3.569900 0.0 0.0 0.1
H 2.022700 3.707500 0.834800 0.1 0.0 0.0
H -0.923500 -4.132500 4.109400 0.0 0.0 0.1
H -3.500600 -0.351400 -4.292800 0.0 -0.1 -0.1
H -3.519600 1.508300 0.202100 0.0 0.1 0.1
H -0.020100 5.928200 -0.995500 0.1 0.1 0.0
H -3.309400 -0.599200 2.397700 -0.1 -0.1 0.0
H -0.314400 -3.505500 -2.769700 -0.1 0.0 0.1
H -5.192200 1.383800 -3.732300 0.0 0.0 -0.1
H -2.239100 -5.803600 2.785600 0.0 -0.1 0.1
H 4.299800 1.345700 -0.608300 0.1 0.0 -0.1
H -3.294900 -2.132900 -0.757400 0.1 -0.1 0.0
H 4.855000 5.162900 -2.004800 0.1 0.0 0.0
H 3.278400 4.665600 -3.837400 0.0 0.0 -0.1
H -0.763200 -0.999000 -3.036800 -0.1 -0.1 0.0
H -2.787400 -3.719500 -1.364400 0.1 0.1 0.0
H -0.613100 3.701200 4.079300 0.1 -0.1 -0.1
H -3.079900 3.295900 5.550800 0.0 0.1 0.1
```
Positions in Å, forces in eV/Å.

Summary:
**Gap between HOMO and LUMO**: 6.76 eV
**Highest occupied orbital energy**: -9.54 eV
**Energy**: -78733.1185 eV
**Energy above the lowest of the compared OMol25 structures with the same formula, charge and spin**: 51.6 kJ/mol
**Charge**: +1
**E_LUMO**: -2.78 eV

***

(2)
Formula: C50H43AsCsN5O3STe
Source: the OMol25 dataset
Level of theory: ωB97M-V/def2-TZVPD

Geometry as XYZ:
```
105
Properties=species:S:1:pos:R:3:forces:R:3
Cs 0.866627 0.300018 1.045695 -1.1 0.6 -1.7
Te 2.865650 3.467453 0.915786 0.2 0.4 -0.5
As -3.354892 0.144401 0.580263 -0.2 0.0 0.1
S -2.222875 0.801284 -7.641585 -0.2 -0.1 -0.3
O -0.217257 -4.120083 0.648143 -0.1 0.0 0.0
O 1.580392 1.749595 2.966691 0.3 0.6 0.9
O 1.364459 -2.227908 0.975811 0.5 -1.1 0.0
N 3.427764 -2.628964 1.976111 0.1 0.3 0.3
N 3.265888 0.162818 -2.259115 0.0 -0.1 -0.1
N 3.864796 -1.315285 1.775034 -0.1 -0.2 -0.2
N 0.043345 1.876046 -6.941212 0.0 0.4 -0.3
N -1.609718 0.855012 -2.306561 0.1 0.0 0.3
C -7.753802 -1.706187 0.617766 0.1 0.0 0.0
C -5.173289 -0.614843 0.677677 0.0 0.1 -0.1
C 2.575539 -6.724878 2.228952 -0.1 0.0 0.0
C -2.383758 0.508343 -4.539040 -0.3 -0.2 0.3
C 1.716265 -1.331402 5.718580 -0.1 0.2 0.0
C -0.297975 1.577403 -4.162855 0.2 0.1 0.4
C 1.342213 -7.188737 1.779951 0.0 0.0 0.0
C 5.218790 -2.842230 -4.659130 0.0 0.0 0.0
C -3.875083 2.032554 0.509408 0.1 0.0 0.0
C 1.954582 -4.460071 1.609622 0.0 0.1 0.1
C -6.931870 -1.903940 1.717575 0.0 0.0 0.0
C -2.903906 2.922401 0.054637 0.0 0.0 0.0
C -2.855008 0.828109 4.746771 0.0 0.0 0.0
C 4.530054 -1.792222 -3.827705 0.0 -0.1 0.0
C 3.954401 5.749352 -0.955945 0.0 0.0 0.0
C 2.514549 -1.364148 4.586272 0.1 0.1 -0.1
C 5.132478 5.489833 -3.052561 -0.1 0.0 0.1
C 3.502382 -0.338279 2.518755 -0.1 -0.3 0.4
C -0.521754 1.435100 -2.796950 0.1 0.0 -0.2
C -3.143459 4.291327 0.046217 0.0 0.0 0.0
C -2.418629 -1.202155 2.914450 0.0 0.1 0.0
C 3.657723 0.415556 -3.505330 0.0 -0.1 0.1
C -3.129644 1.045538 3.401897 -0.1 -0.1 0.1
C 5.033666 4.108615 -2.898467 -0.1 0.0 0.1
C 1.683699 0.825620 3.830051 0.2 -0.1 0.8
C -5.343347 3.899915 0.934120 0.1 0.0 0.0
C 4.399993 3.561322 -1.787632 0.0 0.1 0.0
C -4.366881 4.780768 0.480611 0.0 -0.1 0.0
C 4.128488 -2.056577 -2.526302 0.0 0.0 0.0
C 4.286959 -0.516158 -4.319623 0.0 0.1 0.0
C -5.096802 2.533201 0.955547 0.0 0.1 -0.1
C 2.546716 -0.315304 3.660731 0.1 -0.3 0.1
C -5.649311 -1.362601 1.747637 -0.1 0.0 0.0
C -6.005514 -0.427404 -0.426785 0.0 0.0 0.0
C 0.906902 -0.204994 5.925940 0.1 -0.1 0.0
C -7.285238 -0.961808 -0.459282 0.0 0.0 0.0
C -2.509877 0.385041 -3.159437 0.1 0.0 -0.4
C 0.885461 0.830576 5.020004 0.0 -0.1 0.0
C -2.377466 -0.400508 5.175594 0.0 0.0 0.0
C 3.834951 4.362490 -0.776077 0.0 -0.1 -0.1
C 2.275831 -2.985862 1.524022 -0.2 -0.1 -0.2
C 3.515987 -1.059438 -1.781303 -0.1 0.1 0.0
C 0.416530 -6.305746 1.250618 0.1 0.0 0.0
C -1.257390 1.124565 -5.052363 0.1 0.1 -0.8
C 4.586302 6.304098 -2.065842 0.0 -0.1 0.0
C -2.141403 -1.413856 4.256913 0.0 0.0 0.0
C -1.104860 1.300441 -6.553480 0.1 -0.2 0.9
C 0.709688 -4.942340 1.162475 0.0 0.0 0.0
C 2.862785 -5.370497 2.137891 0.0 0.0 0.0
C -2.941107 0.019945 2.483018 0.2 -0.1 0.0
H 4.688266 -3.794094 -4.606693 0.0 0.0 0.0
H 0.634976 2.026705 -4.472057 0.0 0.0 0.0
H 0.245835 1.693770 5.168970 0.0 0.0 0.0
H 1.728272 -2.151412 6.426371 0.0 0.0 0.0
H -0.550372 -6.643405 0.896218 0.0 0.0 0.0
H -6.296201 4.278560 1.285222 0.0 0.0 0.0
H -5.657750 0.163746 -1.269388 0.0 0.0 0.0
H 5.282078 -2.540384 -5.705333 0.0 0.0 0.0
H 0.281288 -0.150665 6.813539 0.0 0.0 0.0
H -3.146211 0.131443 -5.206816 0.0 0.0 0.0
H -8.751235 -2.128172 0.597347 0.0 0.0 0.0
H -3.369930 -0.118365 -2.727747 0.0 0.0 0.0
H -5.025890 -1.519309 2.618495 0.0 0.0 0.0
H 3.466021 1.422272 -3.868844 0.0 0.0 0.0
H 1.100549 -8.244172 1.842285 0.0 0.0 0.0
H -4.556540 5.847335 0.476101 0.0 0.0 0.0
H 3.535859 6.404231 -0.199734 0.0 0.0 0.0
H -2.144541 -0.556864 6.220453 0.0 0.0 0.0
H 4.289580 -3.030268 -2.077653 0.0 0.0 0.0
H 0.555642 2.462223 -6.304022 0.1 -0.1 0.1
H 5.625761 5.919777 -3.917517 0.0 0.0 0.0
H 6.234064 -3.016511 -4.296241 0.0 0.0 0.0
H -2.367533 4.967163 -0.290122 0.0 0.0 0.0
H -1.943909 2.548138 -0.282574 0.0 0.0 0.0
H 0.211478 1.799691 -2.083484 0.0 0.0 0.0
H 3.302516 -7.409633 2.648680 0.0 0.0 0.0
H 4.652748 7.383931 -2.160857 0.0 0.0 0.0
H -7.286855 -2.479250 2.564030 0.0 0.0 0.0
H 4.584492 -0.245414 -5.326999 0.0 0.0 0.0
H 3.159113 -2.216778 4.407453 0.0 0.0 0.0
H 3.984478 0.609830 2.274875 -0.2 0.0 -0.1
H -2.211362 -1.992070 2.198856 0.0 0.0 0.0
H 3.812015 -4.974496 2.477646 0.0 0.0 0.0
H -7.915766 -0.799205 -1.325500 0.0 0.0 0.0
H 3.208891 -1.260741 -0.762599 0.0 0.0 0.1
H 0.085984 2.134891 -7.914402 0.1 -0.1 0.0
H -5.857700 1.858426 1.328922 0.0 0.0 0.0
H -2.994367 1.634089 5.456910 0.0 0.0 0.0
H -3.494843 2.011653 3.080033 0.0 0.0 0.0
H 4.330559 2.484560 -1.684074 0.0 0.0 0.0
H 5.460804 3.449873 -3.650265 0.0 0.0 0.0
H 0.242965 -3.210879 0.670211 0.0 0.1 0.0
H -1.712968 -2.354537 4.577648 0.0 0.0 0.0
```
Positions in Å, forces in eV/Å.

Summary:
**Gap between HOMO and LUMO**: 3.60 eV
**Highest occupied orbital energy**: -0.86 eV
**Energy**: -145656.8755 eV
**Energy above the lowest of the compared OMol25 structures with the same formula, charge and spin**: 243.5 kJ/mol
**Charge**: -2
**E_LUMO**: 2.74 eV

***

(3)
Formula: C50H44KN7OPSbSe4
Source: the OMol25 dataset
Level of theory: ωB97M-V/def2-TZVPD

Geometry as XYZ:
```
109
Properties=species:S:1:pos:R:3:forces:R:3
Sb -4.577418 7.769790 22.603354 -0.6 1.2 0.5
Se -4.608348 5.638437 23.787427 0.2 0.0 0.2
Se -2.598175 7.863293 21.080124 0.1 0.2 -0.1
Se -6.801023 8.176490 21.556169 0.2 -0.2 -0.3
Se -4.507671 9.995370 24.003389 0.2 -0.9 -0.4
K -2.284977 11.315616 22.059505 -0.2 -0.3 -0.2
P 1.076550 9.015030 19.672088 0.9 0.8 1.0
O -3.792993 12.578943 20.136539 -1.2 -0.9 0.1
N -1.195967 10.002695 18.283399 1.0 0.5 0.6
N -5.045149 10.645159 20.085588 0.7 -1.8 -0.8
N -0.683235 7.903831 17.950826 0.6 -0.4 -0.4
N 1.368872 11.754873 18.798026 0.7 -1.5 0.5
N 0.878472 8.061064 22.303007 -0.3 -0.1 -1.5
N 0.363264 10.204825 22.153732 -0.8 0.9 1.0
N 3.142631 10.989913 19.949968 -2.2 -0.8 -0.1
C 0.855661 14.183314 17.597431 0.3 1.5 0.4
C -2.184283 7.170804 16.073223 1.4 0.9 0.8
C 2.034670 14.098140 18.320112 0.0 -0.3 0.0
C 0.511013 8.440963 23.552080 -0.7 0.4 0.1
C -1.331648 6.191709 25.956175 -0.8 -0.6 -1.0
C 0.964629 16.593185 17.538455 1.6 0.3 0.7
C -3.905991 5.580371 15.627371 0.7 -0.1 -1.6
C -3.415260 6.641999 16.389958 0.0 -0.7 -0.8
C -0.136529 6.602799 18.231497 0.9 -0.6 0.9
C -0.416189 9.020423 18.696718 -1.1 0.5 -0.8
C 5.825450 13.060186 19.275033 -0.2 0.5 0.0
C 6.828201 13.928428 19.691103 2.2 0.6 -0.9
C -2.803351 10.528660 16.566026 -0.6 0.2 -0.5
C 1.832078 10.695829 19.469057 0.7 1.8 -0.6
C -1.915333 9.560687 17.227430 0.0 0.1 0.4
C 3.871064 10.124915 20.891237 -1.0 0.2 -2.3
C -3.245274 10.365319 15.258575 0.9 -2.0 -1.4
C -4.099944 11.230202 14.607626 0.1 0.2 -0.9
C 0.677697 9.159720 21.457791 0.9 -1.7 0.1
C -0.463191 6.109653 27.033586 0.3 0.6 -0.9
C 4.639556 13.027986 20.006270 -0.7 -0.6 -0.3
C 0.119775 11.939076 24.730329 -1.9 0.0 1.6
C 3.409321 12.274580 19.548628 2.0 0.2 1.0
C 0.327158 15.440523 17.254879 -1.4 -1.6 -1.1
C 5.592715 14.586235 21.587479 0.1 1.3 1.7
C -3.219245 11.695020 17.221048 0.8 -0.4 1.4
C 2.193984 16.517648 18.219513 -1.3 -0.2 -0.5
C -4.477725 12.376517 15.269137 -1.1 1.0 -0.6
C -0.939683 6.849816 24.780715 -0.6 -1.2 0.2
C -6.071708 12.539759 20.971688 0.7 1.3 0.5
C -4.042024 12.590696 16.574607 -0.3 1.1 -0.2
C -1.409817 12.130713 26.648395 0.2 -0.2 0.9
C 0.173561 9.784600 23.464721 0.5 -0.6 -0.7
C -3.193344 5.058837 14.526609 -0.4 0.5 0.8
C -1.922788 5.612091 14.315109 0.1 -2.4 -2.9
C 4.582429 13.772967 21.177912 -1.4 -0.4 0.1
C 0.258870 7.502312 24.671939 0.5 0.9 0.7
C -4.856619 11.920266 20.320552 0.2 0.9 1.1
C 2.710387 15.312493 18.599401 0.7 -1.2 0.7
C -0.372629 10.637716 24.534011 0.7 0.4 -0.5
C -1.614745 8.228035 16.998539 -0.5 -0.5 -0.4
C -1.382129 10.124342 25.338244 -0.4 -0.6 0.9
C 6.710615 14.754610 20.815635 0.8 -0.6 -0.3
C 0.766611 6.742664 26.931261 -0.5 0.2 -0.6
C 1.176950 6.657441 21.949361 -0.6 1.1 0.0
C -0.445552 12.660630 25.829708 1.6 0.1 -1.9
C -1.407730 6.634750 15.020178 -0.6 1.4 1.5
C 2.356746 12.716131 18.829973 -1.0 1.1 -0.1
C 1.064757 7.485285 25.799469 1.0 0.1 0.3
C -1.856983 10.838790 26.441355 -0.1 -0.1 -0.5
H -1.310804 5.192556 13.469535 -0.6 0.5 0.8
H 5.459929 15.133184 22.553316 0.2 -0.4 -1.0
H -0.044128 5.983147 17.374246 -0.6 -0.4 -1.1
H 0.352658 13.275519 17.426029 -0.8 -0.8 -0.4
H -2.840883 9.524116 14.619818 -0.5 0.7 1.1
H -5.130738 13.119832 14.726894 0.8 -0.8 0.8
H -2.338697 5.713754 25.866221 0.9 0.4 0.5
H -1.583368 6.781689 23.928239 -0.6 0.2 -0.4
H -0.466795 7.077565 14.739357 0.2 0.0 0.2
H 1.964548 8.082003 25.833887 0.2 0.1 -0.2
H -0.688499 6.067434 19.017671 -0.1 0.3 -0.2
H 7.815600 13.987989 19.114062 -1.6 -0.1 0.7
H 7.501687 15.439442 21.145872 -0.2 -0.4 -0.4
H 0.559630 17.534235 17.251107 -0.3 0.6 -0.1
H 3.888941 10.504069 21.871620 -0.2 0.4 1.3
H -4.281394 10.051372 19.772751 0.2 0.3 0.0
H 2.650603 17.410510 18.540155 0.7 0.9 0.2
H 1.810485 6.327370 22.749611 0.3 -0.7 0.2
H 4.840020 10.028230 20.483065 1.4 -0.2 -0.1
H 1.471268 6.688398 27.731826 0.3 0.1 0.5
H 3.383436 9.160744 20.792897 0.1 -0.2 0.5
H 3.636433 15.316496 19.187038 -0.4 -0.1 -0.3
H -3.974223 7.065251 17.197139 -0.3 0.1 0.4
H -0.052038 13.650580 26.018737 -0.1 0.2 0.0
H -6.905938 12.505853 20.318287 -0.8 -0.1 -0.9
H -6.405352 12.003855 21.871980 0.6 0.2 -0.1
H -0.633427 15.498244 16.715679 0.5 -0.2 0.3
H 0.922388 6.653353 18.549571 -0.6 0.5 0.1
H -4.316950 13.540553 17.049724 0.1 -0.5 0.1
H -2.856197 11.866511 18.269596 -0.6 0.0 -1.2
H -4.870329 5.180436 15.759749 -1.1 -0.3 0.6
H -1.803180 9.131448 25.130719 0.2 0.7 0.1
H -3.657469 4.289728 13.840005 0.8 0.9 1.0
H 0.804569 12.385038 24.028022 0.3 0.0 0.1
H 1.650837 6.581991 20.977358 0.3 0.3 0.0
H -2.620898 10.418655 27.085171 0.0 -0.1 -0.2
H -1.730743 12.716028 27.514238 -0.1 -0.2 -0.3
H 0.255575 6.091640 21.883183 -0.3 -0.1 0.2
H 5.902062 12.522659 18.331314 0.1 0.0 0.3
H -5.824859 13.608330 21.139657 -0.3 -0.6 0.3
H 3.673219 13.828309 21.768983 -0.1 -0.5 -0.2
H -4.364425 11.065701 13.534288 0.2 0.1 1.1
H -0.672420 5.639161 27.954142 -0.6 -0.7 0.7
H -5.787399 10.026577 20.487316 0.0 0.7 0.1
```
Positions in Å, forces in eV/Å.

Summary:
**Gap between HOMO and LUMO**: 4.08 eV
**Highest occupied orbital energy**: -0.87 eV
**Energy**: -358584.8870 eV
**Charge**: -2
**E_LUMO**: 3.21 eV